Here is a structure of composition C51H78FInN4O3SSi at a distorted geometry from the Open Molecules 2025 dataset. Energies are from ωB97M-V/def2-TZVPD.

As for the net charge: -2. The calculation puts the energy relative to the best compared isomer or geometry (same formula, charge and spin) at 30.6 kJ/mol. For the total energy, the calculation gives -3412.56213 Ha.

Each line ends with the Mulliken charge.
Atoms and positions in Å:
In -0.743235 -0.150267 -1.323280  0.747
C -3.237742 -1.117494 1.480495  -1.148
N -1.900003 -0.545117 1.521363  1.627
C -1.902740 0.756813 2.176221  -1.031
C -1.010986 -1.498764 2.157579  -1.460
C 0.416843 -1.017198 2.328712  -1.171
N 1.095089 -0.674557 1.079749  1.362
C 2.218024 0.251208 1.368323  -1.083
C 1.946632 1.513070 2.154098  0.573
C 2.668561 1.702247 3.330448  -0.207
C 2.682922 2.907597 4.022481  -1.022
C 1.894672 3.932631 3.482076  -0.296
C 1.140688 3.804692 2.325559  -0.899
C 1.151622 2.558660 1.583352  -1.093
O 0.523573 2.391465 0.483217  1.026
C 0.414422 5.026419 1.743132  3.411
C 0.348777 6.215345 2.705371  -2.518
C 1.201651 5.464445 0.494262  -2.004
C -1.033290 4.674120 1.358275  -0.993
C 3.558417 3.177610 5.248765  2.093
C 4.418829 1.967495 5.616717  -2.154
C 4.507364 4.351472 4.955606  -1.613
C 2.682116 3.527618 6.461118  -1.690
C 1.696309 -1.846924 0.406772  -1.181
C 0.880144 -3.107912 0.266881  0.358
C 1.094014 -4.169439 1.131993  -0.248
C 0.497884 -5.410310 0.939240  -1.061
C -0.264248 -5.558016 -0.222117  0.180
C -0.471725 -4.539510 -1.152553  -1.112
C 0.061276 -3.243634 -0.879992  0.071
O -0.105479 -2.210367 -1.676954  -1.041
C -1.277338 -4.814758 -2.431693  3.070
C -0.487110 -4.354143 -3.671509  -1.524
C -1.581163 -6.301615 -2.632503  -2.604
C -2.613550 -4.061965 -2.332563  -1.745
C 0.783863 -6.563927 1.904399  2.270
C 0.525765 -6.119736 3.352026  -1.688
C -0.088195 -7.789821 1.624208  -2.149
C 2.257091 -6.979992 1.754567  -1.681
H -3.621148 -1.318681 2.498853  0.354
H -3.217406 -2.050594 0.917902  0.096
H -3.923093 -0.439782 0.978612  0.285
H -2.024196 0.668576 3.271845  0.191
H -2.734395 1.345493 1.784563  0.314
H -0.977838 1.289391 1.953654  0.095
H -1.017355 -2.399854 1.546306  0.220
H -1.391765 -1.765564 3.162309  0.402
H 0.964597 -1.797441 2.881625  0.006
H 0.417139 -0.123937 2.950675  0.955
H 2.656826 0.535212 0.411280  0.008
H 2.992199 -0.311055 1.914662  0.411
H 3.261962 0.865624 3.688394  0.376
H 1.890389 4.886672 4.001276  0.416
H 1.339595 6.643698 2.890928  0.385
H -0.094910 5.926837 3.664164  0.408
H -0.274421 6.998984 2.262279  0.487
H 2.215546 5.760915 0.781730  0.450
H 0.718162 6.317153 -0.002801  0.308
H 1.275140 4.626860 -0.204818  0.331
H -1.616468 4.438626 2.256698  0.376
H -1.031980 3.800902 0.708687  -1.060
H -1.510505 5.520305 0.843659  0.530
H 5.059915 1.675810 4.780468  0.368
H 3.795909 1.111031 5.892023  0.360
H 5.060383 2.209821 6.470828  0.441
H 5.129822 4.116224 4.087430  0.336
H 5.161100 4.551828 5.813885  0.451
H 3.948495 5.262627 4.727087  0.298
H 2.009584 2.695387 6.688309  0.355
H 2.068964 4.410539 6.259898  0.293
H 3.299834 3.728237 7.346302  0.450
H 2.627053 -2.125952 0.924635  0.595
H 1.962973 -1.517997 -0.599085  0.033
H 1.775109 -4.016700 1.965997  0.444
H -0.700544 -6.528452 -0.424653  0.450
H 0.443622 -4.928472 -3.753222  0.375
H -0.241922 -3.297508 -3.603148  -0.087
H -1.080528 -4.521156 -4.577820  0.442
H -0.658962 -6.893343 -2.672055  0.423
H -2.106174 -6.429218 -3.583099  0.478
H -2.220764 -6.702761 -1.839489  0.391
H -3.201925 -4.183812 -3.252609  0.419
H -2.454576 -2.995716 -2.161184  0.404
H -3.197380 -4.453172 -1.490262  0.343
H -0.504369 -5.767261 3.459606  0.368
H 1.191826 -5.303918 3.643611  0.317
H 0.685259 -6.953523 4.046396  0.449
H -1.149696 -7.525237 1.632271  0.403
H 0.083457 -8.548651 2.393245  0.448
H 0.152802 -8.233236 0.654042  0.343
H 2.921299 -6.140023 1.975601  0.324
H 2.450480 -7.296214 0.725487  0.325
H 2.505056 -7.809666 2.430424  0.466
C 0.618388 -0.743070 -6.161020  -1.268
Si -0.525799 0.130469 -4.924770  0.612
C -1.152798 1.661194 -5.844759  -1.237
C -2.014182 -0.976741 -4.711564  -0.209
N 0.329012 0.421896 -3.468492  0.572
C 1.443539 1.168094 -3.343762  0.702
C 2.082869 1.969217 -4.328922  -0.490
C 3.244474 2.685281 -4.060778  -1.097
C 3.834680 2.669444 -2.799193  -1.040
C 3.232067 1.897722 -1.802905  -1.183
C 2.101491 1.188050 -2.102026  -0.164
F 1.538572 0.410287 -1.129161  1.616
H 0.132969 -0.830578 -7.142685  0.367
H 0.858354 -1.753414 -5.806675  0.232
H 1.565783 -0.206976 -6.300396  0.322
H -1.626425 1.374906 -6.792154  0.397
H -0.367480 2.389179 -6.073444  0.345
H -1.902032 2.167355 -5.223276  0.173
H -2.944931 -0.409438 -4.825362  0.388
H -2.029945 -1.410245 -3.705938  -0.448
H -2.014821 -1.794035 -5.442582  0.454
H 1.641722 2.013596 -5.317533  0.178
H 3.695673 3.270661 -4.855744  0.342
H 4.741109 3.224799 -2.593771  0.401
H 3.639437 1.844308 -0.798766  0.487
C -2.417853 4.256831 -0.968617  -1.773
S -1.147441 2.979649 -1.297205  1.566
C 0.092594 4.122944 -1.935424  -1.313
O -1.666804 2.288557 -2.529334  -0.357
H -3.173303 4.105844 -1.742203  0.537
H -2.000722 5.264440 -1.006225  0.500
H -2.847610 4.071879 0.020099  0.396
H 0.249520 4.940094 -1.227725  0.124
H -0.272853 4.475774 -2.902369  0.501
H 1.017698 3.557772 -2.066098  -0.029
N -2.695060 -0.706256 -1.578412  0.297
C -3.810516 0.042127 -1.647768  -0.259
C -4.925014 -0.504605 -2.384059  -0.868
C -6.139495 0.151448 -2.470279  -0.381
C -6.346634 1.399887 -1.867185  -0.790
C -5.294506 1.947565 -1.135418  -0.794
C -4.080879 1.292981 -1.004758  1.013
H -4.778400 -1.466483 -2.865544  0.256
H -6.944845 -0.305263 -3.041891  0.339
H -7.290812 1.923920 -1.970296  0.323
H -5.437998 2.910104 -0.650046  0.357
H -3.272717 1.733535 -0.430812  -0.311

Forces on atoms 1 to 6 (eV/Å):
-0.6 -0.7 -1.1
0.1 0.0 -0.1
-0.1 0.1 0.2
0.0 -0.1 -0.1
0.1 0.1 -0.1
0.0 0.0 -0.1